20
Properties=species:S:1:pos:R:3 method="wB97M-V/def2-TZVPD" orbital_gap_ev=9.18 homo_energy_ev=-11.956 relative_energy_kj_mol=666.5 charge=+1 energy_ha=-742.455576
H 2.34452 1.27158 -1.46651
H 0.83560 1.25205 2.34689
H -0.07083 -2.02257 0.91844
C 0.68016 0.55489 -0.13595
C -1.69796 0.12757 0.26894
C -0.08054 1.32445 1.87188
C 0.05503 -1.01940 1.57384
H -0.08247 2.24877 1.25018
S 0.34937 -2.18334 -1.87995
H -2.33496 0.85807 0.75563
H -0.47195 -1.07532 2.41621
H 1.12019 -0.97894 1.64672
H -2.17703 -0.86395 0.58892
N 0.55591 -1.18519 -3.05384
N -0.30111 0.20823 0.85393
C 0.96308 -0.55288 -3.95112
H 1.38919 -0.39272 -4.88609
C 1.53492 0.88469 -0.91721
H -0.91077 1.40388 2.58407
H -1.70033 0.14011 -0.78499

***

20
Properties=species:S:1:pos:R:3 method="wB97M-V/def2-TZVPD" orbital_gap_ev=7.70 homo_energy_ev=-12.762 relative_energy_kj_mol=311.5 charge=+1 energy_ha=-742.590773
C -1.35072 -0.22041 0.60006
H 1.35883 0.77351 3.20750
H 2.56146 -0.45817 2.36895
H 1.04781 0.46214 -0.41197
H -2.33807 -0.43767 0.95874
S 1.32650 -2.80014 1.41131
H -0.61322 0.33454 -3.67741
H 1.58877 -0.80946 3.76620
H -2.61994 0.50550 -0.91550
C 1.62986 -0.22450 2.93049
N 0.73425 0.68403 -1.34360
H 0.18825 -3.52031 1.41173
C -0.95946 1.15765 -2.98349
C 0.64845 -0.70785 1.97581
C -0.54021 0.73345 -1.59949
H 1.45237 0.97218 -1.96199
C -1.50673 0.39580 -0.68726
H -0.38376 2.01173 -3.29700
H -1.98743 1.33610 -3.04912
N -0.23701 -0.18814 1.29603

***

20
Properties=species:S:1:pos:R:3 method="wB97M-V/def2-TZVPD" smiles="CN(C)C#N.C=C=CN" orbital_gap_ev=8.14 homo_energy_ev=-7.575 relative_energy_kj_mol=270.9 energy_ha=-399.392058
N 2.53811 0.29972 -0.03401
H -1.10087 -1.90095 -0.27182
H 3.88880 0.45554 -1.64448
H 4.60392 0.51548 -0.01737
H -4.84882 0.60631 1.91575
C -2.62515 -0.56951 -0.24410
C 2.14102 1.67990 0.11966
N -2.11442 -1.86574 -0.27963
N 0.84166 -1.47667 0.01327
H -2.51866 -2.47311 0.42019
C -4.82670 0.18065 0.92144
C 1.62691 -0.63811 -0.03978
H 2.09134 2.19175 -0.84850
H -5.78523 0.09600 0.42676
C 3.82949 0.04700 -0.62892
H 4.00930 -1.02564 -0.66920
H 2.86947 2.19429 0.75045
C -3.72104 -0.18774 0.35280
H 1.16309 1.72830 0.59504
H -2.06221 0.14254 -0.83754

***

20
Properties=species:S:1:pos:R:3 method="wB97M-V/def2-TZVPD" smiles="[H]/N=C/C(=C)C.CNC#N" orbital_gap_ev=8.31 homo_energy_ev=-8.284 relative_energy_kj_mol=526.6 energy_ha=-399.294665
C 2.63716 0.67830 0.59079
C 0.32436 1.45591 0.04038
H -0.17391 -1.36684 -1.68242
H 3.44387 0.13506 0.09433
H 1.56734 -2.23820 0.20786
C -1.27128 -0.27464 0.03381
C -2.31310 0.09964 -0.98962
H 2.29581 0.12875 1.46966
N -0.23755 2.45655 0.30469
H -3.29351 -0.33461 -0.77683
N 1.53221 0.88125 -0.35956
H 3.06845 1.63179 0.90693
H -1.02948 -0.94815 2.05744
H -2.73421 -0.50888 1.58175
C -0.05054 -1.27398 -0.59761
N 0.56435 -2.14841 0.06665
H 1.88506 1.27230 -1.23609
H -2.05335 -0.22031 -2.00205
H -2.46327 1.18211 -0.98537
C -1.69844 -0.60763 1.27526

***

21
Properties=species:S:1:pos:R:3 method="wB97M-V/def2-TZVPD" smiles="Cc1c[nH]cn1.CC(N)=O" orbital_gap_ev=9.29 homo_energy_ev=-8.567 relative_energy_kj_mol=113.3 energy_ha=-474.723009
C 1.85342 0.84202 1.05050
H -2.89891 1.24528 -0.58871
N -0.91858 -1.28885 -0.07414
H 0.06774 -1.64422 -3.08975
H -2.02216 1.24594 0.96304
H 0.09628 -2.86174 -1.07913
O 2.24593 1.79573 0.41786
H -1.59687 0.46661 -2.85035
H 1.99509 -1.24769 1.35322
H -1.39332 2.00844 -0.50767
N 2.27306 -0.44325 0.81862
C 0.94056 0.79821 2.21620
N -0.44598 -1.28879 -2.30727
H 0.39450 1.65958 2.57356
C -1.20181 -0.14652 -2.05419
H 1.33842 0.37338 3.14403
H 2.70617 -0.78240 -0.02317
H 0.15598 0.07255 1.93901
C -1.35304 -0.09406 -0.68801
C -1.92993 1.13950 -0.10482
C -0.30656 -1.84973 -1.10883

***

21
Properties=species:S:1:pos:R:3 method="wB97M-V/def2-TZVPD" orbital_gap_ev="7.70 / 7.66" homo_energy_ev="-7.862 / -7.819" relative_energy_kj_mol=765.2 energy_ha=-474.474724
C 1.24710 -2.14445 -2.50801
H 2.03027 -2.44104 -3.15887
H 2.07410 0.49957 -0.33952
N -0.90002 -2.54418 -1.73984
H -0.79004 1.89330 2.36841
C 2.38141 -0.08335 -1.31759
N 0.05571 -0.98834 -1.02605
C 1.24159 -1.06565 -1.59251
O -0.51350 -0.28832 -0.21366
H -2.66204 3.20554 3.11378
H -1.40621 4.34718 2.68240
C 0.10251 -2.86072 -2.59119
N -0.83627 2.13567 3.35236
H -2.63119 -2.93455 -0.51117
H -1.79561 3.87013 4.40067
H -0.13366 -3.43839 -3.38740
C -1.64620 3.48594 3.35236
C -1.91193 -3.12853 -1.37072
H 3.36981 -0.54898 -1.06701
H 0.14774 2.33370 3.63256
H 2.57644 0.69547 -2.07899